ORCA calculation (ωB97M-V/def2-TZVPD) on a structure of composition C54H47N6O3S4Ta.

Electronic energy in Ha: -4289.2924
E_LUMO in eV: -4.75
Max |F| in eV/A: 1.54
Charge: +2
Energy relative to the best compared isomer or geometry (same formula, charge and spin) in kJ/mol: 60.5
Orbital gap in hartree: 0.230

CARTESIAN COORDINATES (ANGSTROEM)
Ta: 1.10746 -0.02298 -1.61143
O: 4.63956 -0.24868 -3.09688
S: 4.02553 0.00124 -1.82996
O: 3.05557 -1.03205 -1.31505
N: 2.96627 1.17056 -1.73671
C: 3.18001 2.48933 -2.19747
C: 4.30893 3.01057 -2.74741
C: 4.33627 4.39765 -3.06121
C: 3.27106 5.21066 -2.80934
C: 2.08719 4.67587 -2.23127
C: 0.94178 5.43616 -1.89360
C: -0.12255 4.81410 -1.30691
C: -0.07083 3.41796 -1.09848
N: 0.94795 2.67156 -1.42869
C: 2.03984 3.30556 -1.95354
C: 5.31215 0.18650 -0.68111
C: 6.51118 -0.46586 -0.95368
C: 7.53575 -0.38328 -0.02202
C: 7.35962 0.34842 1.14329
C: 6.16114 1.00466 1.39378
C: 5.12225 0.92318 0.48178
H: 5.18140 2.40743 -2.95778
H: 5.23224 4.80836 -3.50433
H: 3.31619 6.26483 -3.04378
H: 0.92523 6.50076 -2.08855
H: -1.00606 5.36279 -1.01310
H: -0.92006 2.91907 -0.64441
H: 6.64185 -1.01126 -1.87456
H: 8.47600 -0.87935 -0.21340
H: 8.16883 0.42051 1.85576
H: 6.04452 1.58756 2.29590
H: 4.18553 1.43671 0.66023
N: -0.81806 0.48864 -1.83037
S: -2.20800 0.51380 -1.33515
N: -2.50762 0.27880 0.21437
S: -2.17769 -0.85297 1.23471
N: -0.84048 -1.63401 1.22304
S: 0.62780 -0.91359 1.36698
N: 0.94080 0.23006 0.45575
C: 1.68323 -2.32111 1.29847
C: 1.28396 -3.60477 0.97375
C: 2.24546 -4.60412 0.91562
C: 3.57293 -4.31620 1.18903
C: 3.95795 -3.02591 1.52590
C: 3.01402 -2.01734 1.58218
C: 0.78996 -0.39786 3.04876
C: 0.60330 -1.29614 4.09269
C: 0.83616 -0.86594 5.38424
C: 1.25620 0.43992 5.62324
C: 1.44517 1.31930 4.57169
C: 1.21646 0.90368 3.26426
C: -3.39018 -2.12265 1.12876
C: -4.72044 -1.72370 1.25276
C: -5.71179 -2.68293 1.17237
C: -5.37433 -4.01431 0.95360
C: -4.04928 -4.39313 0.82459
C: -3.03570 -3.44743 0.92210
C: -2.51007 -0.02014 2.75529
C: -2.86949 -0.79337 3.85398
C: -3.08324 -0.16021 5.06709
C: -2.92356 1.21364 5.17255
C: -2.54450 1.96654 4.07034
C: -2.33212 1.35546 2.84422
C: -2.95147 2.10692 -1.54648
C: -2.66844 2.73366 -2.75580
C: -3.21457 3.98161 -3.00565
C: -4.03203 4.58671 -2.06111
C: -4.31215 3.94748 -0.86410
C: -3.77746 2.69280 -0.59599
C: -3.25085 -0.52946 -2.29995
C: -2.76136 -0.97146 -3.52033
C: -3.60207 -1.70993 -4.34284
C: -4.89951 -1.98680 -3.94427
C: -5.38014 -1.52317 -2.72523
C: -4.55934 -0.77737 -1.89856
H: 0.25422 -3.83154 0.76276
H: 1.95227 -5.61185 0.65718
H: 4.31129 -5.10484 1.14619
H: 4.99449 -2.80054 1.73959
H: 3.31598 -1.01140 1.83477
H: 0.30392 -2.31786 3.90205
H: 0.70395 -1.54982 6.21007
H: 1.44726 0.76365 6.63588
H: 1.78154 2.32842 4.76270
H: 1.37154 1.56771 2.42767
H: -4.98079 -0.69013 1.43122
H: -6.74832 -2.39842 1.28293
H: -6.15390 -4.75935 0.88807
H: -3.79589 -5.42958 0.65485
H: -2.00379 -3.73543 0.82944
H: -2.99647 -1.86354 3.76989
H: -3.38061 -0.73850 5.93038
H: -3.09887 1.70282 6.12023
H: -2.41620 3.03584 4.16210
H: -2.03610 1.93625 1.98492
H: -2.01709 2.27263 -3.48391
H: -2.99773 4.48494 -3.93690
H: -4.45418 5.56052 -2.26285
H: -4.95093 4.42307 -0.13361
H: -3.99286 2.19884 0.33726
H: -1.74327 -0.76598 -3.81372
H: -3.24070 -2.06887 -5.29624
H: -5.54811 -2.55780 -4.59371
H: -6.39856 -1.73023 -2.43073
H: -4.93608 -0.38031 -0.97125
C: 2.46290 -2.80242 -3.50745
O: 1.54994 -2.98488 -2.43666
C: 0.70561 -1.98201 -2.03437
C: -0.58964 -2.73321 -1.79037
H: 2.16258 -3.46235 -4.32396
H: 3.46526 -3.06687 -3.17282
H: 2.47247 -1.77506 -3.87101
H: -0.99348 -3.13633 -2.72255
H: -1.37307 -2.17015 -1.28908
H: -0.33777 -3.59691 -1.17155


ORCA calculation (ωB97M-V/def2-TZVPD) on a structure of composition C54H48F3N3O6ReS4Si.

Electronic energy in Ha: -4962.4318
E_LUMO (alpha / beta) in eV: -1.25 / -1.77
Max |F| in eV/A: 1.41
Energy relative to the best compared isomer or geometry (same formula, charge and spin) in kJ/mol: 0.0
Multiplicity: 2
Orbital gap (alpha / beta) in hartree: 0.227 / 0.208

CARTESIAN COORDINATES (ANGSTROEM)
Re: 0.08134 0.26100 0.38969
C: 0.85965 -3.49440 5.15121
Si: 1.24920 -1.81514 5.85281
C: 0.01919 -1.39377 7.19612
C: 2.99698 -1.76521 6.51505
C: 1.11594 -0.38835 4.59264
C: 1.29133 0.89415 5.09086
C: 1.22592 2.01953 4.27048
C: 0.92832 1.83284 2.94569
N: 0.69718 0.61252 2.42944
C: 0.84819 -0.48129 3.21693
S: 0.68853 -1.97845 2.32904
H: 0.91816 -4.21354 5.97323
H: 1.56349 -3.80540 4.38063
H: -0.14986 -3.55616 4.73992
H: 0.03924 -2.15733 7.97729
H: -0.99662 -1.35854 6.79747
H: 0.23037 -0.43404 7.67149
H: 3.13932 -2.53924 7.27270
H: 3.22971 -0.80427 6.97845
H: 3.72330 -1.94243 5.71929
H: 1.51055 1.03065 6.14463
H: 1.40000 3.01412 4.65455
H: 0.86298 2.66191 2.25325
C: 6.89285 2.39403 2.54556
C: 5.63587 2.06948 1.78736
C: 4.79271 1.04319 2.20136
C: 3.64262 0.72966 1.49230
C: 3.32470 1.45213 0.35126
C: 4.15671 2.47482 -0.08405
C: 5.30065 2.77785 0.63522
S: 1.86375 1.09498 -0.63901
O: 1.75973 2.27601 -1.52893
C: 2.51369 -0.24914 -1.65693
C: 3.42139 -1.18719 -1.11342
C: 3.80430 -2.26295 -1.84988
C: 3.28924 -2.48010 -3.14903
C: 3.66678 -3.61281 -3.90952
C: 3.13585 -3.82814 -5.14690
C: 2.19630 -2.92024 -5.67881
C: 1.81877 -1.81623 -4.97038
C: 2.36284 -1.55953 -3.68628
C: 1.98486 -0.41846 -2.91122
C: 0.98966 0.51675 -3.51703
C: 1.40647 1.39202 -4.56032
C: 2.77279 1.52846 -4.91466
C: 3.14976 2.38713 -5.90539
C: 2.18398 3.14805 -6.60036
C: 0.86273 3.03629 -6.28176
C: 0.44182 2.15973 -5.25145
C: -0.92408 2.02259 -4.90860
C: -1.31096 1.20047 -3.89363
C: -0.34016 0.46581 -3.17560
S: -0.75982 -0.54791 -1.75310
O: -0.34459 -1.93069 -2.00975
C: -2.54967 -0.55062 -1.78041
C: -3.12577 -1.79153 -1.99999
C: -4.50364 -1.93277 -1.90985
C: -5.31034 -0.85142 -1.58374
C: -6.79111 -1.02996 -1.40877
C: -4.71080 0.39750 -1.38718
C: -3.33779 0.55927 -1.47977
H: 6.88965 1.93761 3.53421
H: 7.01504 3.47098 2.66229
H: 7.76933 2.02404 2.00979
H: 5.03739 0.47467 3.09110
H: 3.02363 -0.10038 1.80380
H: 3.88916 3.03015 -0.97304
H: 5.94740 3.57855 0.29603
H: 3.81079 -1.05313 -0.11789
H: 4.50241 -2.98211 -1.43900
H: 4.37784 -4.30976 -3.48298
H: 3.42360 -4.70016 -5.71925
H: 1.76481 -3.10724 -6.65332
H: 1.08601 -1.13817 -5.38566
H: 3.51454 0.94727 -4.38315
H: 4.19565 2.48697 -6.16441
H: 2.49799 3.82046 -7.38805
H: 0.11504 3.61573 -6.80954
H: -1.66500 2.57645 -5.47219
H: -2.35849 1.09609 -3.65626
H: -2.49046 -2.64172 -2.20698
H: -4.94712 -2.91278 -2.04113
H: -7.06875 -2.08152 -1.45970
H: -7.34385 -0.48360 -2.17573
H: -7.11219 -0.64449 -0.43921
H: -5.33217 1.25413 -1.14989
H: -2.89244 1.53610 -1.33975
N: -1.91737 -0.67993 1.25912
C: -2.81648 -1.82066 1.29595
C: -2.44392 -3.03829 0.75470
C: -3.41230 -4.01956 0.58191
C: -4.72875 -3.77828 0.95080
C: -5.07523 -2.57503 1.55026
C: -4.11771 -1.59327 1.71827
S: -6.01857 -4.98558 0.60174
O: -5.59219 -5.57820 -0.65385
O: -7.21697 -4.16309 0.51011
O: -5.97347 -5.87358 1.74823
H: -2.43425 0.04461 0.76412
H: -1.72189 -0.31016 2.18526
H: -1.43604 -3.17300 0.38196
H: -3.17318 -4.95654 0.09590
H: -6.11176 -2.41175 1.81577
H: -4.38773 -0.61846 2.11519
F: -3.87313 6.09582 -0.56528
C: -3.22020 5.91214 0.59138
F: -4.11783 5.95686 1.58109
F: -2.38257 6.94784 0.74881
C: -2.46038 4.60809 0.57397
C: -1.48741 4.40536 -0.39057
C: -0.80047 3.20641 -0.40910
N: -1.04726 2.22410 0.48010
C: -1.98282 2.44192 1.41301
C: -2.71235 3.61346 1.49857
H: -1.26129 5.16490 -1.12629
H: -0.03593 3.00054 -1.14776
H: -2.15749 1.65275 2.12886
H: -3.45822 3.73366 2.27030
O: 1.09085 -1.48289 0.82719